(1)
{
  "formula": "C51H49BrClN6O3P3SSr",
  "method": "ωB97M-V/def2-TZVPD",
  "symbols": ["Sr", "O", "N", "C", "C", "C", "C", "C", "C", "C", "P", "C", "C", "C", "C", "C", "C", "C", "C", "C", "C", "C", "C", "H", "H", "H", "H", "H", "H", "H", "H", "H", "H", "H", "H", "H", "H", "H", "H", "Br", "C", "C", "C", "C", "C", "N", "C", "O", "O", "H", "H", "H", "S", "C", "N", "C", "C", "C", "C", "C", "C", "H", "H", "H", "H", "H", "C", "P", "C", "C", "C", "C", "C", "C", "C", "C", "C", "C", "C", "C", "H", "H", "H", "H", "H", "H", "H", "H", "H", "H", "H", "H", "H", "C", "N", "C", "N", "C", "N", "C", "P", "C", "C", "H", "H", "H", "H", "H", "H", "H", "H", "H", "H", "H", "H", "Cl"],
  "coordinates": [[-0.608, 0.512, 0.672], [-3.532, -0.643, 0.970], [-2.988, -1.234, -0.149], [-3.092, -2.497, -0.130], [-2.553, -3.327, -1.209], [-2.981, -4.654, -1.222], [-2.536, -5.546, -2.181], [-1.647, -5.107, -3.147], [-1.208, -3.791, -3.138], [-1.640, -2.875, -2.181], [-0.921, -1.178, -2.139], [-2.122, -0.180, -3.080], [-1.797, 1.160, -3.285], [-2.649, 1.993, -3.988], [-3.849, 1.497, -4.481], [-4.187, 0.169, -4.269], [-3.324, -0.670, -3.574], [0.450, -1.343, -3.339], [1.689, -1.720, -2.823], [2.751, -2.001, -3.670], [2.589, -1.885, -5.043], [1.372, -1.467, -5.564], [0.306, -1.198, -4.717], [-3.557, 0.316, 0.711], [-3.621, -2.988, 0.687], [-3.674, -4.984, -0.457], [-2.879, -6.573, -2.172], [-1.284, -5.786, -3.908], [-0.498, -3.481, -3.892], [-0.872, 1.559, -2.881], [-2.384, 3.033, -4.133], [-4.524, 2.148, -5.021], [-5.125, -0.219, -4.644], [-3.594, -1.707, -3.416], [1.819, -1.799, -1.750], [3.707, -2.294, -3.255], [3.418, -2.100, -5.707], [1.249, -1.359, -6.635], [-0.647, -0.889, -5.130], [0.552, -4.664, 0.118], [2.102, -3.565, 0.235], [3.317, -4.109, -0.155], [4.430, -3.293, -0.058], [4.281, -2.000, 0.418], [3.013, -1.558, 0.760], [1.926, -2.337, 0.667], [2.834, -0.121, 1.248], [3.842, 0.498, 1.578], [1.645, 0.327, 1.232], [3.377, -5.125, -0.513], [5.404, -3.668, -0.347], [5.112, -1.319, 0.531], [0.786, 3.381, 4.599], [0.609, 2.385, 3.204], [-0.603, 2.129, 2.827], [-1.519, 2.759, 3.666], [-2.908, 2.697, 3.540], [-3.679, 3.355, 4.473], [-3.092, 4.074, 5.523], [-1.722, 4.152, 5.654], [-0.940, 3.485, 4.712], [1.472, 1.975, 2.692], [-3.344, 2.170, 2.702], [-4.757, 3.324, 4.390], [-3.724, 4.581, 6.241], [-1.268, 4.711, 6.461], [2.314, 3.480, 0.260], [1.207, 2.676, -0.961], [0.587, 4.124, -1.891], [1.446, 4.984, -2.577], [0.947, 6.085, -3.251], [-0.421, 6.340, -3.247], [-1.281, 5.493, -2.567], [-0.780, 4.385, -1.891], [2.413, 1.964, -2.139], [3.635, 1.459, -1.698], [4.540, 0.920, -2.605], [4.236, 0.878, -3.956], [3.011, 1.357, -4.400], [2.104, 1.888, -3.499], [2.811, 2.716, 0.860], [1.702, 4.103, 0.913], [3.062, 4.104, -0.231], [2.511, 4.782, -2.594], [1.620, 6.745, -3.783], [-0.811, 7.201, -3.776], [-2.346, 5.687, -2.558], [-1.458, 3.725, -1.361], [3.898, 1.487, -0.648], [5.490, 0.543, -2.247], [4.946, 0.465, -4.662], [2.759, 1.316, -5.452], [1.158, 2.274, -3.862], [0.728, -3.197, 5.381], [1.022, -1.769, 5.466], [0.060, -1.149, 6.374], [-1.337, -1.383, 6.014], [-1.553, -2.824, 5.908], [-0.646, -3.498, 4.982], [-0.895, -3.091, 3.598], [-0.669, -1.269, 3.309], [0.988, -1.142, 4.144], [-1.680, -0.703, 4.764], [0.896, -3.637, 6.367], [1.415, -3.661, 4.670], [0.244, -0.073, 6.407], [0.224, -1.562, 7.372], [-2.584, -3.007, 5.596], [-1.408, -3.261, 6.899], [-1.914, -3.373, 3.318], [-0.220, -3.634, 2.934], [1.263, -0.089, 4.237], [1.735, -1.610, 3.500], [-2.739, -0.862, 4.542], [-1.544, 0.374, 4.895], [-2.884, 2.106, 0.037]],
  "atomic_forces_ev_per_a": [[-0.55, -0.12, -0.34], [-0.05, 0.10, 0.04], [0.13, 0.02, 0.10], [0.01, -0.03, -0.06], [0.03, -0.03, 0.05], [0.01, -0.03, 0.01], [-0.02, 0.00, 0.00], [0.00, 0.01, -0.01], [0.00, -0.02, -0.02], [0.05, 0.00, 0.01], [0.09, 0.06, 0.00], [0.00, -0.01, -0.01], [-0.02, 0.01, 0.02], [-0.01, 0.00, 0.00], [0.01, 0.00, 0.00], [0.00, 0.01, 0.01], [0.01, -0.01, 0.00], [0.00, -0.03, -0.03], [0.01, 0.00, 0.00], [-0.03, -0.03, -0.02], [-0.03, -0.04, 0.00], [0.01, -0.02, 0.00], [-0.01, 0.00, 0.00], [-0.03, -0.01, 0.02], [-0.01, 0.01, -0.01], [0.00, 0.00, -0.01], [0.00, 0.00, 0.00], [0.00, 0.00, 0.00], [-0.01, -0.01, 0.01], [0.00, 0.00, 0.01], [0.00, 0.00, 0.00], [0.00, 0.00, 0.00], [0.00, 0.00, 0.00], [0.00, 0.00, 0.00], [-0.01, 0.01, -0.05], [0.00, 0.00, 0.00], [0.00, 0.00, 0.00], [0.00, 0.00, 0.00], [0.00, 0.00, 0.00], [-0.04, 0.03, 0.02], [-0.02, 0.02, 0.04], [-0.03, -0.02, 0.00], [0.02, 0.01, 0.01], [0.02, 0.03, -0.02], [-0.05, -0.01, 0.07], [0.04, 0.00, 0.05], [-0.06, 0.04, -0.14], [0.07, 0.03, 0.08], [0.20, -0.11, 0.09], [0.00, 0.00, 0.00], [0.00, 0.00, 0.00], [0.00, -0.01, 0.00], [0.00, 0.00, 0.00], [0.01, 0.00, 0.10], [0.20, 0.04, 0.01], [-0.02, -0.01, -0.03], [0.00, 0.01, 0.01], [0.00, 0.00, 0.00], [0.00, 0.00, 0.00], [0.00, 0.00, 0.00], [0.00, 0.00, 0.00], [0.02, 0.01, 0.01], [0.00, 0.00, 0.00], [0.00, 0.00, 0.00], [0.00, 0.00, 0.00], [0.00, 0.00, 0.00], [0.02, -0.03, 0.00], [-0.05, 0.01, 0.01], [0.04, -0.01, -0.05], [-0.01, -0.01, 0.00], [0.00, 0.00, 0.00], [-0.01, 0.00, 0.00], [0.01, 0.01, 0.00], [-0.02, -0.01, 0.01], [0.01, 0.02, 0.02], [-0.01, -0.01, -0.03], [0.00, 0.02, -0.01], [0.02, 0.05, 0.02], [0.01, 0.03, 0.01], [0.02, 0.01, 0.00], [0.01, 0.01, 0.00], [-0.01, 0.00, 0.00], [-0.01, 0.00, 0.00], [0.00, 0.00, 0.00], [0.00, 0.00, 0.00], [0.00, 0.00, 0.00], [0.00, 0.00, 0.00], [0.00, -0.01, 0.00], [0.01, 0.02, 0.02], [0.00, 0.00, 0.00], [0.00, 0.00, 0.00], [0.00, 0.00, 0.01], [0.01, 0.00, 0.00], [0.01, 0.00, -0.01], [0.00, 0.00, 0.00], [0.01, 0.00, 0.00], [0.00, 0.00, -0.01], [-0.01, 0.00, 0.00], [0.00, -0.01, -0.01], [-0.05, 0.00, -0.01], [0.02, -0.02, 0.02], [-0.01, 0.00, 0.01], [-0.01, 0.01, 0.00], [0.00, 0.00, 0.00], [0.00, 0.00, 0.00], [0.00, 0.00, 0.00], [0.00, 0.00, 0.00], [0.00, 0.00, 0.00], [0.00, 0.00, 0.00], [0.00, 0.01, 0.00], [0.03, -0.02, -0.04], [0.00, -0.01, 0.00], [0.01, -0.01, -0.01], [0.00, 0.00, 0.00], [0.00, -0.01, 0.01], [0.00, 0.05, 0.00]],
  "relative_energy_kcal_mol": 0.0,
  "fmax_ev_per_a": 0.66
}

(2)
{
  "formula": "C4H5LiO3Yb",
  "method": "ωB97M-V/def2-TZVPD",
  "symbols": ["Yb", "O", "C", "H", "H", "H", "C", "C", "O", "C", "O", "Li", "H", "H"],
  "coordinates": [[-0.566, -2.137, -1.073], [0.112, -0.877, 0.962], [-0.423, -0.611, 2.279], [0.410, -0.696, 2.982], [-0.841, 0.400, 2.310], [-1.182, -1.382, 2.427], [-0.526, 0.521, -2.468], [0.385, 0.565, -1.486], [1.027, -0.635, -1.070], [0.842, 0.056, 0.351], [1.265, 1.051, 0.876], [1.241, 2.664, -0.329], [-1.246, 1.337, -2.515], [-0.499, -0.256, -3.247]],
  "atomic_forces_ev_per_a": [[-0.55, 0.09, -0.15], [-0.24, -0.63, -1.31], [0.14, 0.32, 0.89], [-0.36, -0.04, 0.03], [0.00, -0.28, -0.04], [0.18, 0.25, 0.18], [0.13, -0.77, 0.24], [-1.83, 1.23, 0.13], [1.95, 1.33, 2.37], [-0.26, 0.30, -1.34], [0.80, -1.07, -0.26], [-0.06, -0.61, -0.07], [0.34, -0.20, -0.55], [-0.25, 0.09, -0.12]],
  "charge": 2,
  "fmax_ev_per_a": 3.35,
  "total_energy_ev": -42087.2164
}

(3)
{
  "formula": "C2H2BrN3",
  "method": "ωB97M-V/def2-TZVPD",
  "symbols": ["N", "C", "N", "C", "N", "H", "Br", "H"],
  "coordinates": [[0.904, 1.659, -0.886], [0.994, 0.889, -0.072], [0.878, -0.180, 0.607], [0.340, -0.749, 1.523], [0.015, -1.778, 2.047], [-0.084, -2.013, 2.998], [-2.004, 0.638, -3.355], [-1.043, 1.533, -2.860]],
  "atomic_forces_ev_per_a": [[0.29, 3.37, -2.73], [-0.91, -1.32, 0.89], [0.96, -0.12, 1.01], [0.62, -1.86, -0.70], [-0.90, 0.10, 0.47], [-0.13, -0.17, 0.99], [-0.33, -0.29, -0.16], [0.40, 0.30, 0.23]],
  "smiles": "N#CN=C=N.Br",
  "relative_energy_kcal_mol": 33.8,
  "fmax_ev_per_a": 4.35
}

(4)
{
  "formula": "C24H30Cl3N9W",
  "method": "ωB97M-V/def2-TZVPD",
  "symbols": ["W", "C", "C", "N", "C", "C", "N", "C", "C", "N", "H", "H", "H", "H", "H", "H", "H", "H", "H", "H", "H", "H", "H", "H", "H", "C", "N", "C", "C", "N", "C", "C", "C", "C", "C", "C", "N", "C", "N", "C", "C", "C", "C", "C", "C", "N", "H", "H", "H", "H", "H", "H", "H", "H", "H", "H", "H", "H", "H", "H", "H", "Cl", "C", "Cl", "Cl", "C", "N"],
  "coordinates": [[-0.045, 0.408, -0.127], [2.945, -0.353, 0.642], [2.885, -0.083, -0.871], [1.871, 0.970, -1.161], [2.367, 2.339, -0.782], [1.239, 3.207, -0.235], [0.361, 2.445, 0.713], [0.895, 2.403, 2.103], [2.039, 1.407, 2.193], [1.743, 0.200, 1.346], [3.850, 0.068, 1.078], [2.998, -1.427, 0.811], [2.602, -0.986, -1.412], [3.866, 0.214, -1.246], [1.756, 0.979, -2.172], [2.801, 2.841, -1.647], [3.172, 2.230, -0.061], [0.619, 3.572, -1.049], [1.666, 4.082, 0.258], [-0.508, 2.979, 0.773], [0.080, 2.120, 2.768], [1.241, 3.392, 2.411], [2.158, 1.101, 3.233], [2.980, 1.859, 1.895], [1.471, -0.507, 2.025], [-2.135, -1.441, -1.678], [-0.638, -1.350, -1.600], [-0.060, -2.629, -1.110], [-0.239, -2.610, 0.367], [-0.303, -1.438, 1.006], [-0.404, -1.746, 2.374], [-0.510, -0.926, 3.497], [-0.542, -1.547, 4.732], [-0.480, -2.944, 4.854], [-0.404, -3.766, 3.746], [-0.366, -3.139, 2.507], [-0.269, -3.635, 1.208], [-2.803, -0.354, -0.898], [-2.195, 0.403, 0.020], [-3.147, 1.340, 0.454], [-3.091, 2.357, 1.405], [-4.237, 3.105, 1.601], [-5.417, 2.860, 0.884], [-5.493, 1.841, -0.048], [-4.338, 1.095, -0.239], [-4.064, 0.021, -1.086], [-2.461, -2.411, -1.295], [-2.467, -1.383, -2.716], [-0.298, -1.209, -2.547], [1.002, -2.680, -1.361], [-0.535, -3.494, -1.577], [-0.622, 0.147, 3.401], [-0.633, -0.951, 5.630], [-0.509, -3.389, 5.839], [-0.379, -4.844, 3.844], [-0.253, -4.619, 0.964], [-2.211, 2.527, 2.016], [-4.237, 3.895, 2.341], [-6.293, 3.463, 1.074], [-6.404, 1.632, -0.594], [-4.745, -0.431, -1.684], [-2.439, 4.427, -2.744], [-1.712, 3.065, -3.630], [-0.343, 3.601, -4.626], [-2.902, 2.166, -4.568], [-1.162, 2.201, -2.607], [-0.713, 1.551, -1.775]],
  "atomic_forces_ev_per_a": [[0.45, -0.87, 0.91], [0.17, 0.00, -0.19], [0.18, -0.17, 0.22], [-0.08, -0.05, 0.04], [-0.12, 0.30, 0.11], [0.30, -0.04, -0.12], [-0.19, -0.05, -0.21], [0.25, -0.19, 0.23], [-0.17, 0.33, 0.04], [-0.26, 0.06, -0.17], [-0.05, 0.04, 0.06], [-0.04, 0.00, 0.05], [-0.06, 0.05, -0.04], [-0.04, 0.04, -0.07], [-0.12, -0.03, -0.05], [0.03, -0.12, -0.05], [-0.01, -0.08, -0.01], [-0.05, 0.04, 0.04], [-0.06, -0.01, 0.06], [-0.10, -0.08, -0.09], [-0.06, -0.01, -0.07], [-0.08, 0.04, -0.02], [0.06, -0.07, -0.02], [0.01, -0.07, -0.07], [-0.14, -0.06, -0.10], [-0.19, 0.05, 0.07], [0.00, 0.36, 0.40], [0.01, -0.24, 0.07], [0.18, 0.10, 0.01], [-0.13, 0.19, -0.40], [-0.01, -0.16, 0.19], [-0.06, 0.04, -0.13], [0.01, 0.07, 0.02], [-0.02, -0.08, -0.07], [-0.04, -0.12, -0.02], [0.08, 0.41, 0.10], [-0.11, -0.15, 0.02], [-0.11, 0.01, -0.06], [0.51, -0.28, -0.21], [-0.32, 0.11, -0.04], [0.11, -0.04, -0.01], [0.06, 0.09, 0.10], [-0.06, -0.16, -0.13], [-0.05, 0.02, 0.02], [0.26, 0.13, 0.15], [-0.04, -0.03, 0.11], [0.02, -0.01, -0.01], [0.11, -0.07, -0.04], [0.07, 0.10, -0.04], [-0.01, 0.07, -0.05], [-0.02, 0.03, -0.02], [0.01, 0.00, 0.08], [0.00, 0.01, -0.02], [0.00, 0.01, 0.00], [0.01, 0.01, 0.01], [0.03, 0.03, -0.08], [-0.04, 0.01, 0.04], [0.02, -0.01, 0.00], [0.03, 0.03, 0.02], [-0.02, 0.02, 0.04], [0.06, -0.03, -0.03], [0.11, -0.30, -0.16], [-0.29, 0.94, -0.73], [-0.24, -0.15, 0.20], [0.17, 0.03, 0.19], [0.17, -0.42, 0.37], [-0.09, 0.38, -0.46]],
  "relative_energy_kcal_mol": 5.7,
  "charge": 4,
  "fmax_ev_per_a": 1.33,
  "spin_multiplicity": 3
}